w | A 2-piece molecular cluster, C5H14NO overall. Source: OMol25; level of theory: ωB97M-V/def2-TZVPD.

Geometry as ORCA input:
```
! RIJCOSX wB97M-V def2-TZVPD def2/J DEFGRID3
* xyz 1 1
C -0.982 0.572 -2.313
C -1.077 -0.511 -1.234
C 0.233 -0.903 -0.622
C 1.228 -0.067 -0.004
C 1.367 1.580 1.831
N 0.814 0.288 1.397
H -0.499 1.465 -1.949
H -1.991 0.864 -2.690
H -0.387 0.295 -3.180
H -1.383 -1.454 -1.679
H -1.830 -0.123 -0.541
H 0.537 -1.910 -0.926
H -1.577 -2.504 2.333
H 1.498 0.866 -0.558
H 2.166 -0.609 0.077
H 1.348 2.393 1.014
H 2.405 1.484 2.181
H 0.724 1.843 2.694
H -0.207 0.311 1.402
H -0.840 -2.084 1.091
O -1.546 -1.796 1.678
*
```

For the HOMO energy, the calculation gives -13.779 eV.

---

x | A 2-piece molecular cluster, C5H14NO overall. Source: OMol25; level of theory: ωB97M-V/def2-TZVPD.

Geometry as ORCA input:
```
! RIJCOSX wB97M-V def2-TZVPD def2/J DEFGRID3
* xyz 1 1
C -1.308 -1.593 0.120
C -0.334 -0.539 0.595
N 0.198 0.317 -0.605
C 0.413 1.734 -0.045
C 0.355 1.555 1.458
C -0.734 0.515 1.584
H -2.313 -1.203 0.337
H -1.310 -2.572 0.594
H -1.255 -1.809 -0.947
H 0.600 -1.020 0.905
H -0.499 0.381 -1.342
H 0.966 -0.198 -1.050
H 1.351 2.111 -0.446
H -0.417 2.299 -0.455
H 1.277 1.097 1.822
H 0.207 2.439 2.071
H -1.746 0.838 1.308
H -0.870 0.065 2.564
H 1.233 -1.619 -3.371
H 2.510 -1.599 -2.451
O 1.676 -1.199 -2.645
*
```

For the HOMO energy, the calculation gives -16.001 eV.

---

y | An isolated ion of composition C5H14NO and charge +1. Source: OMol25; level of theory: ωB97M-V/def2-TZVPD.

Geometry as ORCA input:
```
! RIJCOSX wB97M-V def2-TZVPD def2/J DEFGRID3
* xyz 1 1
C -1.987 1.289 0.684
C -0.926 0.227 0.291
N -0.802 0.365 -1.247
C 0.397 0.489 0.985
C 1.674 -0.022 0.262
C 1.573 -1.511 -0.123
O 0.651 -1.672 -1.183
H -1.542 2.276 0.731
H -2.845 1.169 0.023
H -2.392 1.023 1.661
H -1.253 -0.801 0.419
H -0.077 -0.278 -1.600
H -1.697 0.193 -1.694
H -0.630 1.364 -1.381
H 0.463 1.534 1.280
H 0.364 0.026 1.977
H 1.830 0.507 -0.682
H 2.506 0.127 0.942
H 1.262 -2.051 0.772
H 2.589 -1.799 -0.395
H 0.841 -2.456 -1.721
*
```

For the HOMO energy, the calculation gives -15.052 eV. Its SMILES is C[C@@H]([NH3+])CCCO.

---

Energy above the most stable structure, in kJ/mol: w 404.2; x 0.0; y 28.2

---

w | A 3-piece molecular cluster, C5H14NO overall. Source: OMol25; level of theory: ωB97M-V/def2-TZVPD.

Geometry as ORCA input:
```
! RIJCOSX wB97M-V def2-TZVPD def2/J DEFGRID3
* xyz 1 1
C -1.640 -1.023 1.123
C -1.517 -0.103 -0.146
C -0.290 -0.492 -1.029
C 0.865 -1.238 -0.423
C 1.574 -2.283 -0.917
N 0.409 2.982 -0.128
H -1.948 -2.045 0.914
H -0.698 -0.970 1.664
H -2.410 -0.464 1.644
H -2.433 -0.078 -0.734
H 0.281 0.435 -1.263
H -0.663 -0.855 -1.996
H 1.917 1.079 1.819
H 1.458 -2.517 -1.973
H 2.427 -2.698 -0.389
H -1.376 0.872 0.278
H -0.230 3.694 0.164
H 1.215 -0.624 0.468
H 1.036 3.245 -0.870
H 0.804 2.355 0.554
O 1.218 0.728 1.241
*
```

For the HOMO energy, the calculation gives -13.660 eV.

---

x | A 2-piece molecular cluster, C5H14NO overall. Source: OMol25; level of theory: ωB97M-V/def2-TZVPD.

Geometry as ORCA input:
```
! RIJCOSX wB97M-V def2-TZVPD def2/J DEFGRID3
* xyz 1 1
C 1.913 -0.603 -0.870
O 1.663 -0.271 0.522
C 0.680 -1.189 -1.442
C -0.007 -0.581 -2.395
H 2.735 -1.318 -0.907
H 2.218 0.293 -1.410
H 2.516 -0.046 0.915
H 0.393 -2.158 -1.039
H -0.886 -1.000 -2.857
H 0.354 0.365 -2.781
C -0.873 1.370 2.203
N -0.963 0.381 1.080
C -2.186 0.546 0.255
H 0.053 1.181 2.740
H -0.829 2.363 1.769
H -1.720 1.222 2.859
H -0.929 -0.562 1.467
H -0.100 0.437 0.517
H -3.059 0.367 0.878
H -2.165 -0.165 -0.565
H -2.208 1.559 -0.137
*
```

For the HOMO energy, the calculation gives -13.963 eV.

---

y | A 2-piece molecular cluster, C5H14NO overall. Source: OMol25; level of theory: ωB97M-V/def2-TZVPD.

Geometry as ORCA input:
```
! RIJCOSX wB97M-V def2-TZVPD def2/J DEFGRID3
* xyz 1 1
C -0.913 -1.126 -0.715
C 0.052 -0.147 -1.420
C 0.985 0.629 -0.503
C 2.067 0.066 0.036
C 3.144 0.775 0.794
N -1.063 -0.760 0.772
H -1.933 -1.071 -1.074
H -0.498 -2.129 -0.667
H 0.594 -0.681 -2.188
H -0.576 0.618 -1.877
H 0.889 1.705 -0.417
H 2.171 -1.002 0.013
H 2.821 0.909 1.831
H 4.094 0.264 0.815
H 3.280 1.785 0.413
H -0.154 -0.370 1.034
H -1.737 0.002 0.876
H -1.247 -1.550 1.383
H -4.194 1.400 -0.012
H -4.174 -0.018 0.598
O -3.609 0.702 0.309
*
```

For the HOMO energy, the calculation gives -13.413 eV.

---

z | A 2-piece molecular cluster, C5H14NO overall. Source: OMol25; level of theory: ωB97M-V/def2-TZVPD.

Geometry as ORCA input:
```
! RIJCOSX wB97M-V def2-TZVPD def2/J DEFGRID3
* xyz 1 1
C 1.982 -2.263 0.766
C 1.805 -0.894 1.619
C 1.409 0.377 0.791
C 0.072 0.736 0.488
C -0.519 1.871 -0.037
N -1.100 -0.390 0.440
H 1.301 -2.994 1.226
H 3.023 -2.625 0.944
H 1.857 -2.058 -0.377
H 2.770 -0.495 1.997
H 1.243 -0.966 2.519
H 1.829 1.191 1.306
H 1.953 0.369 -0.166
H -1.629 1.841 -0.072
H -0.097 2.829 -0.385
H -1.692 -0.356 -0.351
H -1.788 -0.171 1.227
H -0.681 -1.379 0.520
H -4.439 1.156 -4.161
H -3.236 2.209 -4.346
O -4.062 2.013 -3.947
*
```

For the HOMO energy, the calculation gives -13.979 eV.

---

Energy above the most stable structure, in kJ/mol: w 773.5; x 29.8; y 0.0; z 201.1

---

w | A 2-piece molecular cluster, C5H14NO overall. Source: OMol25; level of theory: ωB97M-V/def2-TZVPD.

Geometry as ORCA input:
```
! RIJCOSX wB97M-V def2-TZVPD def2/J DEFGRID3
* xyz 1 1
C 0.505 -1.705 -0.047
O 1.225 -0.733 -0.859
C -0.132 -1.065 1.173
C -0.703 -2.127 2.096
H -0.238 -2.153 -0.707
H 1.197 -2.490 0.250
H 2.162 -0.811 -0.654
H 0.632 -0.468 1.683
H -0.903 -0.368 0.844
H 0.085 -2.744 2.514
H -1.284 -1.708 2.912
H -1.392 -2.781 1.561
C -0.343 2.625 -0.214
C 0.007 1.811 -2.478
N 0.094 1.655 -1.230
H 0.277 2.492 0.663
H -1.391 2.445 0.015
H -0.230 3.635 -0.598
H -0.390 2.733 -2.892
H 0.336 1.017 -3.135
H 0.488 0.737 -0.896
*
```

For the HOMO energy, the calculation gives -14.694 eV.

---

x | A 2-piece molecular cluster, C5H14NO overall. Source: OMol25; level of theory: ωB97M-V/def2-TZVPD.

Geometry as ORCA input:
```
! RIJCOSX wB97M-V def2-TZVPD def2/J DEFGRID3
* xyz 1 1
C -0.838 -0.039 -1.335
C -0.242 0.064 0.087
N -0.307 -1.330 0.587
C 1.198 -1.985 0.766
C 2.100 -0.710 0.649
C 1.182 0.517 0.680
H -0.530 0.759 -1.954
H -1.922 -0.128 -1.579
H -0.348 -0.962 -1.750
H -0.982 0.648 0.645
H -0.830 -1.930 -0.054
H -0.653 -1.473 1.494
H 1.002 -2.392 1.738
H 1.321 -2.858 0.063
H 2.782 -0.831 1.507
H 2.641 -0.827 -0.286
H 1.556 1.304 0.019
H 0.992 0.930 1.745
H -2.916 3.130 -1.638
H -2.725 4.498 -0.632
O -2.483 3.613 -0.754
*
```

For the HOMO energy, the calculation gives -14.069 eV.

---

y | An isolated ion of composition C5H14NO and charge +1. Source: OMol25; level of theory: ωB97M-V/def2-TZVPD.

Geometry as ORCA input:
```
! RIJCOSX wB97M-V def2-TZVPD def2/J DEFGRID3
* xyz 1 1
C 1.980 -0.692 1.135
C 0.642 -0.515 0.438
N 1.051 -0.427 -1.038
C 0.032 0.793 0.943
C -1.464 1.068 0.361
C -1.930 -0.091 -0.568
O -1.220 -0.227 -1.830
H 2.903 -0.104 1.032
H 2.544 -1.613 0.909
H 1.757 -0.553 2.224
H -0.075 -1.254 0.533
H 0.449 0.290 -1.500
H 0.888 -1.331 -1.486
H 2.078 -0.207 -1.238
H 0.664 1.644 0.678
H -0.012 0.838 2.087
H -1.237 1.967 -0.195
H -2.035 1.162 1.257
H -2.285 -1.091 -0.276
H -2.846 0.304 -1.023
H -1.882 0.039 -2.442
*
```

For the HOMO energy, the calculation gives -14.852 eV. Its SMILES is C[C@H]([NH3+])CCCO.

---

z | A 2-piece molecular cluster, C5H14NO overall. Source: OMol25; level of theory: ωB97M-V/def2-TZVPD.

Geometry as ORCA input:
```
! RIJCOSX wB97M-V def2-TZVPD def2/J DEFGRID3
* xyz 1 1
C -1.733 -1.256 1.004
C -0.584 -0.315 0.707
N 0.224 -0.705 -0.549
C 0.111 0.492 -1.476
C 0.064 1.677 -0.528
C -0.995 1.131 0.440
H -1.354 -2.217 1.363
H -2.232 -1.514 0.062
H -2.378 -0.832 1.742
H 0.131 -0.288 1.528
H -0.182 -1.554 -0.929
H 1.135 -0.974 -0.180
H 0.923 0.437 -2.196
H -0.887 0.331 -1.889
H 0.975 1.887 0.029
H -0.289 2.503 -1.139
H -2.018 1.264 0.119
H -1.040 1.695 1.372
H 3.310 0.002 0.717
H 3.778 -0.988 -0.389
O 3.041 -0.774 0.192
*
```

For the HOMO energy, the calculation gives -16.024 eV.

---

Energy above the most stable structure, in kJ/mol: w 103.9; x 194.3; y 214.0; z 0.0